[1]
Here is one molecule with the formula C17H19ClN4 from the OMol25 dataset. Energies are from ωB97M-V with the def2-TZVPD basis set.

Last columns: bonded neighbours and bond lengths (Å).
CARTESIAN COORDINATES (ANGSTROEM)
1 Cl 2.7633 0.0989 -4.4632  C20 1.730
2 N -1.3537 -0.8652 2.3596  N4 1.318, C6 1.449, C21 1.444
3 N -0.5516 -2.8783 0.5458  C10 1.457, C14 1.450, C15 1.451
4 N -1.0715 0.4218 2.4024  N2 1.318, C17 1.278
5 N -1.8392 5.0550 1.6700  C7 1.318, C11 1.323
6 C -2.3110 -1.4966 1.4743  N2 1.449, C14 1.532, H27 1.089, H33 1.094
7 C -2.1275 3.7769 1.5256  N5 1.318, C9 1.399, H37 1.084
8 C -0.2797 3.1009 2.8713  C9 1.399, C12 1.380, H32 1.079
9 C -1.3889 2.7374 2.1005  C7 1.399, C8 1.399, C17 1.445
10 C 0.0176 -3.5953 -0.5873  N3 1.457, C22 1.510, H38 1.094, H39 1.093
11 C -0.7867 5.3799 2.4027  N5 1.323, C12 1.389, H36 1.082
12 C 0.0247 4.4387 3.0236  C8 1.380, C11 1.389, H40 1.080
13 C 2.0676 -2.4077 -1.4484  C18 1.383, C22 1.390, H35 1.080
14 C -1.6166 -1.9603 0.1897  N3 1.450, C6 1.532, H25 1.092, H31 1.105
15 C 0.4326 -2.2156 1.3814  N3 1.451, C21 1.533, H23 1.092, H29 1.104
16 C 0.6360 -1.2744 -3.5298  C19 1.383, C20 1.385, H41 1.079
17 C -1.7720 1.3600 1.8909  N4 1.278, C9 1.445, H34 1.094
18 C 2.7019 -1.5460 -2.3247  C13 1.383, C20 1.385, H26 1.079
19 C 0.0165 -2.1384 -2.6452  C16 1.383, C22 1.390, H28 1.080
20 C 1.9789 -0.9793 -3.3615  Cl1 1.730, C16 1.385, C18 1.385
21 C -0.2481 -1.7413 2.6704  N2 1.444, C15 1.533, H24 1.094, H30 1.090
22 C 0.7192 -2.7141 -1.5928  C10 1.510, C13 1.390, C19 1.390
23 H 1.2211 -2.9297 1.6270  C15 1.092
24 H -0.6340 -2.6062 3.2173  C21 1.094
25 H -2.3348 -2.4847 -0.4446  C14 1.092
26 H 3.7490 -1.3157 -2.2068  C18 1.079
27 H -3.1268 -0.8112 1.2472  C6 1.089
28 H -1.0287 -2.3742 -2.7834  C19 1.080
29 H 0.8866 -1.3442 0.8776  C15 1.104
30 H 0.4566 -1.1927 3.2950  C21 1.090
31 H -1.2407 -1.0769 -0.3570  C14 1.105
32 H 0.3138 2.3268 3.3331  C8 1.079
33 H -2.7165 -2.3663 1.9988  C6 1.094
34 H -2.6709 1.2040 1.2878  C17 1.094
35 H 2.6348 -2.8550 -0.6452  C13 1.080
36 H -0.5898 6.4401 2.4931  C11 1.082
37 H -2.9982 3.5615 0.9171  C7 1.084
38 H -0.8023 -4.1332 -1.0712  C10 1.094
39 H 0.7193 -4.3294 -0.1819  C10 1.093
40 H 0.8732 4.7522 3.6131  C12 1.080
41 H 0.0837 -0.8335 -4.3448  C16 1.079

net charge: 0
highest occupied orbital energy: -7.69 eV
largest force on an atom: 0.018 Eh/bohr
total energy: -36419.067 eV
structure (SMILES): Clc1ccc(CN2CCN(/N=C/c3cccnc3)CC2)cc1
frontier orbital gap: 0.306 Eh

[2]
Here is one molecule with the formula C17H19ClN4O from the OMol25 dataset. Energies are from ωB97M-V with the def2-TZVPD basis set.

Last columns: bonded neighbours and bond lengths (Å).
CARTESIAN COORDINATES (ANGSTROEM)
1 Cl 0.7840 0.7237 -1.6455  C13 1.732
2 O -0.7413 -2.0301 -1.8626  C19 1.211
3 N -1.9949 -0.0368 0.9558  C14 1.352, C18 1.444, C21 1.444
4 N -0.3224 3.1557 0.5564  C7 1.331, C8 1.312
5 N 0.7218 -2.4528 -0.2119  C15 1.451, C19 1.352, H31 1.006
6 N -2.5620 1.7897 -0.3249  C12 1.322, C14 1.340
7 C -1.1420 3.6856 -0.3492  N4 1.331, C12 1.383, H32 1.080
8 C -0.5982 1.9540 1.0062  N4 1.312, C14 1.414, H35 1.081
9 C -2.9590 -1.9776 -0.2089  C10 1.538, C21 1.534, H27 1.091, H34 1.090
10 C -1.6682 -2.6644 0.2692  C9 1.538, C19 1.538, C23 1.531, H29 1.096
11 C 4.1223 0.0517 1.2936  C16 1.383, C20 1.385, H39 1.079
12 C -2.2694 3.0011 -0.7664  N6 1.322, C7 1.383, H25 1.082
13 C 2.0702 0.4441 -0.5192  Cl1 1.732, C17 1.387, C22 1.394
14 C -1.7173 1.2213 0.5466  N3 1.352, N6 1.340, C8 1.414
15 C 1.9007 -2.0454 -0.9530  N5 1.451, C22 1.507, H33 1.092, H38 1.095
16 C 3.5673 -1.0242 0.6244  C11 1.383, C22 1.390, H24 1.081
17 C 2.6185 1.5288 0.1499  C13 1.387, C20 1.383, H30 1.078
18 C -1.1066 -0.7740 1.8235  N3 1.444, C23 1.530, H28 1.095, H42 1.102
19 C -0.5299 -2.3231 -0.7071  O2 1.211, N5 1.352, C10 1.538
20 C 3.6427 1.3292 1.0578  C11 1.385, C17 1.383, H36 1.079
21 C -3.2267 -0.6935 0.5863  N3 1.444, C9 1.534, H26 1.098, H37 1.089
22 C 2.5370 -0.8500 -0.2920  C13 1.394, C15 1.507, C16 1.390
23 C -1.4029 -2.2721 1.7247  C10 1.531, C18 1.530, H40 1.092, H41 1.092
24 H 3.9399 -2.0221 0.8085  C16 1.081
25 H -2.9712 3.4240 -1.4734  C12 1.082
26 H -3.7894 -0.9214 1.5011  C21 1.098
27 H -2.8372 -1.7401 -1.2668  C9 1.091
28 H -0.0731 -0.5818 1.5153  C18 1.095
29 H -1.7889 -3.7521 0.2037  C10 1.096
30 H 2.2265 2.5167 -0.0318  C17 1.078
31 H 0.8656 -2.6908 0.7550  N5 1.006
32 H -0.8859 4.6684 -0.7161  C7 1.080
33 H 1.5637 -1.8031 -1.9631  C15 1.092
34 H -3.8147 -2.6449 -0.1050  C9 1.090
35 H 0.0794 1.5686 1.7550  C8 1.081
36 H 4.0648 2.1740 1.5800  C20 1.079
37 H -3.8038 0.0116 -0.0107  C21 1.089
38 H 2.6107 -2.8776 -0.9934  C15 1.095
39 H 4.9241 -0.1076 1.9986  C11 1.079
40 H -0.5790 -2.8373 2.1649  C23 1.092
41 H -2.2942 -2.5158 2.3064  C23 1.092
42 H -1.2142 -0.4406 2.8680  C18 1.102

net charge: 0
energy above the lowest of the compared OMol25 structures with the same formula, charge and spin: 11.2 kcal per mole
highest occupied orbital energy: -7.89 eV
largest force on an atom: 0.015 Eh/bohr
total energy: -38468.533 eV
structure (SMILES): O=C(NCc1ccccc1Cl)C1CCN(c2cnccn2)CC1
frontier orbital gap: 0.311 Eh